Entry 1:
A cluster of 2 separate species, C5H15N3O in total in a non-equilibrium geometry. Source: OMol25; level of theory: the ωB97M-V functional and the def2-TZVPD basis.

Structure (XYZ):
```
24
Properties=species:S:1:pos:R:3
O 0.44 0.77 -3.27
N -0.51 0.13 -1.29
N 0.98 1.92 -1.39
N 0.59 -0.59 1.21
C 1.61 0.16 1.90
C 0.26 0.94 -2.07
C -1.27 -0.90 -1.96
C -1.31 0.77 0.10
C 0.05 -1.71 1.95
H 1.44 2.57 -2.00
H 0.83 -2.40 2.30
H -0.79 -1.18 -2.90
H -0.64 -2.27 1.32
H 0.59 2.32 -0.56
H -1.34 -1.78 -1.33
H -2.28 -0.55 -2.21
H -0.48 -1.33 2.83
H 0.83 -0.82 0.24
H 2.01 0.92 1.23
H -1.75 1.65 -0.36
H -2.05 0.00 0.29
H 1.16 0.66 2.76
H 2.44 -0.46 2.26
H -0.78 1.17 0.96
```

The HOMO-LUMO gap comes out at 9.2 eV. Its spin multiplicity is 1. As for the energy above the lowest of the compared OMol25 structures with the same formula, charge and spin: 172.3 kJ/mol. Its HOMO energy is -8.4 eV. As for the SMILES: CN(C)C(N)=O.CNC.

The net atomic charges from Mulliken, expressed in e, are: -0.6848 0.0868 -0.3635 0.0015 -1.0402 0.5443 -1.1132 -1.1519 -1.0249 0.2563 0.3303 0.3874 0.2686 0.2089 0.2647 0.3669 0.3081 0.2384 0.2988 0.4909 0.3679 0.3265 0.3281 0.3042



Entry 2:
The ion C3H10N3 with charge +1 in a non-equilibrium geometry. Source: OMol25; level of theory: the ωB97M-V functional and the def2-TZVPD basis.

Structure (XYZ):
```
16
Properties=species:S:1:pos:R:3
N -0.63 0.92 0.90
N -0.24 -1.45 0.84
N -1.84 0.82 0.21
C 1.68 0.30 -0.19
C 1.16 0.07 -1.46
C 0.30 -0.01 0.92
H 2.41 -0.43 0.19
H 0.78 -0.89 -1.77
H -0.05 -1.73 -0.10
H -1.88 1.63 -0.46
H 0.73 0.89 -1.92
H -0.35 1.93 0.89
H 1.95 1.40 -0.08
H 0.34 -1.81 1.64
H -1.27 -1.62 0.94
H -2.69 0.83 0.71
```

The HOMO-LUMO gap (spin up / spin down) comes out at 8.2 / 7.9 eV. Its spin multiplicity is 1. As for the energy above the lowest of the compared OMol25 structures with the same formula, charge and spin: 648.9 kJ/mol. As for the net charge: +1. Its HOMO energy (spin up / spin down) is -12.3 / -12.0 eV.

The net atomic charges from Mulliken, expressed in e, are: 0.0646 -0.2156 -0.6835 -0.2310 -0.8500 -0.2470 0.2877 0.3947 0.2798 0.2697 0.2924 0.3338 0.2849 0.4328 0.3521 0.2346



Entry 3:
A structure of composition CH3IN2 in a non-equilibrium geometry. Source: OMol25; level of theory: the ωB97M-V functional and the def2-TZVPD basis.

Structure (XYZ):
```
7
Properties=species:S:1:pos:R:3
I 1.80 1.91 -3.26
N 0.45 0.64 -2.48
N -0.11 -0.58 0.31
C 0.52 0.37 -1.17
H -0.44 0.21 0.85
H -0.92 -1.11 -0.01
H 1.28 0.85 -0.57
```

The HOMO-LUMO gap comes out at 8.8 eV. Its spin multiplicity is 1. As for the energy above the lowest of the compared OMol25 structures with the same formula, charge and spin: 180.0 kJ/mol. Its HOMO energy is -9.5 eV.

The net atomic charges from Mulliken, expressed in e, are: 0.1652 -0.4996 -0.5124 0.1235 0.2560 0.2479 0.2194



Entry 4:
A structure of composition C23H41N3O4P2Zr in a non-equilibrium geometry. Source: OMol25; level of theory: the ωB97M-V functional and the def2-TZVPD basis.

Structure (XYZ):
```
74
Properties=species:S:1:pos:R:3
Zr 0.04 0.22 0.69
P -1.78 -1.50 1.90
P 1.63 1.21 -1.60
O -0.65 1.98 1.16
O 4.53 -2.58 -0.30
O 1.71 -0.08 1.76
O 5.66 -0.46 3.70
N 2.93 -1.95 1.22
N -0.62 -0.73 -0.91
N 3.93 -0.11 2.25
C 6.69 -2.02 1.41
C -1.41 3.81 2.54
C -1.26 -2.31 3.46
C -0.33 2.76 2.32
C -2.48 -2.72 -4.03
C -0.60 -2.53 -2.52
C -3.09 -1.60 -3.44
C 4.23 -2.25 0.85
C 1.58 0.43 -3.26
C 1.06 3.37 2.24
C -2.45 -2.94 0.98
C 4.99 -0.86 2.75
C -1.24 -3.18 -3.56
C 0.76 2.77 -1.99
C 6.89 -0.84 0.47
C -3.34 -0.67 2.37
C 5.70 -4.65 2.40
C -1.19 -1.37 -1.91
C 2.82 -0.76 1.74
C 5.26 -2.15 1.98
C 5.07 -3.36 2.91
C -2.47 -0.93 -2.41
C 3.37 1.76 -1.64
H 6.89 0.09 1.04
H -1.41 4.53 1.71
H -3.99 -0.59 1.49
H 1.20 3.88 1.28
H 3.60 2.36 -0.75
H 6.10 -0.80 -0.29
H 1.84 2.60 2.34
H -2.92 -0.05 -1.93
H 1.41 3.43 -2.58
H -1.64 -3.45 0.44
H -0.29 -2.82 3.29
H -0.14 2.55 -2.57
H -3.18 -2.59 0.23
H -2.01 -3.04 3.78
H -1.23 4.36 3.46
H -0.77 -4.06 -4.00
H 5.49 -3.12 3.90
H 4.03 0.88 -1.64
H 0.36 -2.86 -2.11
H -0.33 2.06 3.18
H -2.98 -3.25 -4.85
H 3.99 -3.50 3.03
H 0.46 3.28 -1.07
H -1.12 -1.56 4.24
H 2.20 1.00 -3.97
H 6.79 -4.55 2.40
H 1.21 4.10 3.04
H -3.86 -1.24 3.15
H 6.93 -2.96 0.91
H -2.40 3.36 2.61
H 3.56 2.34 -2.55
H -3.12 0.34 2.73
H 5.42 -5.47 3.06
H 0.55 0.40 -3.63
H 5.38 -4.91 1.39
H 3.70 0.73 2.79
H -2.94 -3.65 1.67
H -4.06 -1.25 -3.81
H 7.37 -1.91 2.26
H 7.84 -0.94 -0.06
H 1.96 -0.59 -3.19
```

The HOMO-LUMO gap (spin up / spin down) comes out at 6.6 / 6.6 eV. Its spin multiplicity is 1. As for the energy above the lowest of the compared OMol25 structures with the same formula, charge and spin: 0.0 kJ/mol. Its HOMO energy (spin up / spin down) is -6.4 / -6.4 eV.

The net atomic charges from Mulliken, expressed in e, are: 1.1861 1.1418 1.1229 -0.6730 -0.6242 -0.2844 -0.6393 -0.3408 -0.8832 0.0631 -1.1406 -1.5781 -1.3104 0.8419 -0.3610 -0.1400 -0.5533 -0.1104 -1.4354 -0.9243 -1.3688 -0.5408 -0.5484 -1.2162 -1.2825 -1.2581 -1.3416 -0.2744 0.2260 2.4026 -0.8519 -0.2714 -1.4559 0.3085 0.3316 0.3603 0.2255 0.3519 0.2769 -0.1056 0.3886 0.4290 0.3093 0.3199 0.3662 0.3636 0.4536 0.4171 0.3568 0.4263 0.3267 0.4896 0.1325 0.3416 0.3689 0.1780 0.3524 0.4662 0.3054 0.4519 0.3874 0.5341 0.3311 0.4903 0.2751 0.4249 0.3501 0.3434 0.3008 0.4625 0.3459 0.4322 0.4322 0.3213



Entry 5:
A structure of composition C15H31BF4P2Pb in a non-equilibrium geometry. Source: OMol25; level of theory: the ωB97M-V functional and the def2-TZVPD basis.

Structure (XYZ):
```
54
Properties=species:S:1:pos:R:3
Pb 1.53 2.07 -0.01
P -0.92 -0.89 2.81
P -2.09 0.57 -1.23
F -2.39 2.26 2.48
F -2.06 1.03 4.43
F -4.16 1.93 3.94
F -3.34 0.12 2.72
C -3.32 1.27 -0.16
C 2.22 -0.91 0.01
C -0.87 -0.51 -0.34
C -0.70 -2.67 3.18
C 1.67 -1.25 -2.49
C 3.47 1.17 -1.83
C 1.94 1.27 -2.12
C 0.75 -0.35 3.45
C 2.87 0.21 0.50
C 3.92 0.97 -0.36
C 1.20 0.15 -2.53
C 2.52 -1.64 -1.24
C -2.81 -0.40 -2.54
C -1.22 -1.29 0.93
C -1.49 2.04 -2.10
B -3.00 1.38 3.42
H 3.94 0.42 -2.49
H -0.56 -1.23 -1.10
H -2.79 -1.46 -2.29
H -0.68 -2.25 0.86
H -0.88 2.70 -1.47
H 0.38 -2.91 3.13
H -3.07 2.31 0.05
H 0.35 0.31 -3.21
H 0.79 -1.92 -2.57
H -1.29 -3.24 2.44
H 4.93 0.50 -0.31
H 3.85 2.15 -2.16
H 2.28 -1.46 -3.37
H 3.06 0.18 1.59
H -0.94 1.80 -3.02
H -3.39 0.76 0.81
H 0.08 0.03 -0.22
H 1.60 -1.49 0.71
H 0.58 0.04 4.46
H 2.29 -2.70 -1.05
H -4.29 1.13 -0.67
H -1.12 -2.81 4.19
H -2.29 -1.57 0.96
H 1.61 2.21 -2.61
H -2.38 2.61 -2.40
H 3.59 -1.62 -1.48
H -2.26 -0.24 -3.47
H 1.15 0.48 2.86
H 1.48 -1.17 3.53
H 4.06 1.97 0.10
H -3.83 -0.06 -2.71
```

The HOMO-LUMO gap (spin up / spin down) comes out at 5.2 / 5.0 eV. Its spin multiplicity is 1. Its HOMO energy (spin up / spin down) is -6.2 / -5.9 eV.

The net atomic charges from Mulliken, expressed in e, are: 0.6778 0.6224 1.7556 -0.4062 -0.3427 -0.3228 -0.4445 -1.2940 -0.1897 1.1177 -1.3127 -1.0979 -0.9951 -0.8338 -1.0497 -0.5234 -1.0747 -0.1193 -1.0444 -1.5440 -1.5987 -1.4473 0.5879 0.2891 -0.0293 0.3976 0.7051 0.3046 0.2996 0.4702 0.7572 0.3677 0.4009 0.3601 0.4033 0.4818 0.6485 0.3683 0.2283 -1.4704 0.5857 0.4840 0.3689 0.4585 0.3655 0.4667 0.6714 0.4818 0.2948 0.4238 0.0237 0.3720 0.4191 0.4809



Entry 6:
A cluster of 2 separate species, CH2FNO in total in a non-equilibrium geometry. Source: OMol25; level of theory: the ωB97M-V functional and the def2-TZVPD basis.

Structure (XYZ):
```
6
Properties=species:S:1:pos:R:3
F 1.88 -0.19 -0.24
O -0.74 1.12 0.12
N -0.90 -0.31 -0.50
C -0.19 0.11 0.57
H -0.22 -0.40 -1.33
H 0.16 -0.35 1.39
```

The HOMO-LUMO gap comes out at 9.8 eV. Its spin multiplicity is 1. As for the energy above the lowest of the compared OMol25 structures with the same formula, charge and spin: 602.6 kJ/mol. Its HOMO energy is -10.6 eV.

The net atomic charges from Mulliken, expressed in e, are: -0.6904 -0.1964 -0.2869 0.4731 0.3567 0.3439



Entry 7:
The molecule C4H7N3O in a non-equilibrium geometry. Source: OMol25; level of theory: the ωB97M-V functional and the def2-TZVPD basis.

Structure (XYZ):
```
15
Properties=species:S:1:pos:R:3
O 2.82 -0.65 -0.03
N 0.26 -2.08 -0.01
N 1.38 1.26 0.00
N 0.44 -0.73 0.08
C -0.69 0.24 0.03
C -1.92 -0.24 -0.05
C -0.05 1.60 0.09
C 1.69 -0.13 0.00
H 2.08 1.91 -0.28
H -0.03 -2.39 0.92
H -0.18 2.18 0.98
H -2.17 -1.35 -0.02
H -2.79 0.40 -0.19
H -0.45 -2.25 -0.69
H -0.38 2.23 -0.82
```

The HOMO-LUMO gap comes out at 9.6 eV. Its spin multiplicity is 1. As for the energy above the lowest of the compared OMol25 structures with the same formula, charge and spin: 158.1 kJ/mol. Its HOMO energy is -8.8 eV. As for the SMILES: C=C1CNC(=O)N1N.

The net atomic charges from Mulliken, expressed in e, are: -0.6189 -1.0171 -0.1756 0.5314 0.4937 -0.9677 -0.2798 0.3711 0.1925 0.2590 0.2310 0.2342 0.2509 0.2558 0.2395



Entry 8:
A cluster of 2 separate species, C2H6OS2 in total. Source: OMol25; level of theory: the ωB97M-V functional and the def2-TZVPD basis.

Structure (XYZ):
```
11
Properties=species:S:1:pos:R:3
S 0.94 1.90 -0.16
S -0.23 0.76 -1.32
O 0.36 -1.22 1.21
C 1.40 -1.69 0.85
C -1.67 0.39 -0.30
H 1.55 -2.78 0.79
H 2.27 -1.07 0.56
H -2.45 0.24 -1.05
H -1.53 -0.55 0.23
H 1.24 2.78 -1.14
H -1.87 1.24 0.33
```

The HOMO-LUMO gap (spin up / spin down) comes out at 9.7 / 6.0 eV. Its spin multiplicity is 2. As for the energy above the lowest of the compared OMol25 structures with the same formula, charge and spin: 2.4 kJ/mol. As for the net charge: +1. Its HOMO energy (spin up / spin down) is -14.3 / -14.2 eV.

The net atomic charges from Mulliken, expressed in e, are: 0.0654 0.2971 -0.4070 -0.0708 -0.7104 0.2716 0.2283 0.3394 0.3444 0.2760 0.3660